A 2-piece molecular cluster, C4H12S overall, computed with ωB97M-V with the def2-TZVPD basis set.

```
! wB97M-V def2-TZVPD RIJCOSX def2/J DEFGRID3
* xyz 0 1
C -3.088 2.032 1.697
C -3.565 1.194 2.877
H -1.943 1.912 1.630
H -3.509 2.972 1.676
H -3.452 1.539 0.842
H -3.219 1.345 3.848
H -4.619 1.172 3.111
H -3.418 0.100 2.569
C 4.061 -2.127 -1.538
S 3.856 -0.892 -2.891
C 1.974 -0.656 -2.568
H 4.095 -1.461 -0.726
H 5.048 -2.454 -1.532
H 3.249 -3.004 -1.702
H 1.139 -0.245 -3.300
H 1.506 -1.590 -2.062
H 1.885 0.165 -1.932
*
```

For the HOMO energy, the calculation gives -0.3150 Eh. As for the SMILES: CSC.CC. As for the total energy: -15175.640 eV.

A 2-piece molecular cluster, C4H12S overall, computed with ωB97M-V with the def2-TZVPD basis set.

```
! wB97M-V def2-TZVPD RIJCOSX def2/J DEFGRID3
* xyz 0 1
C 0.137 1.301 -0.823
C 0.687 2.579 -1.498
H 0.507 0.432 -1.355
H 0.574 1.182 0.171
H -0.942 1.337 -0.772
H -0.152 3.185 -1.853
H 1.261 2.357 -2.394
H 1.227 3.227 -0.816
C 0.342 -1.438 2.198
C -1.071 -2.079 -0.109
S -0.340 -2.879 1.334
H -0.324 -1.112 2.999
H 1.231 -1.772 2.732
H 0.546 -0.631 1.507
H -0.926 -2.596 -1.060
H -0.633 -1.105 -0.315
H -2.123 -1.988 0.050
*
```

For the HOMO energy, the calculation gives -0.3088 Eh. As for the SMILES: CSC.CC. As for the total energy: -15177.273 eV.

A 2-piece molecular cluster, C4H12S2 overall, computed with ωB97M-V with the def2-TZVPD basis set.

```
! wB97M-V def2-TZVPD RIJCOSX def2/J DEFGRID3
* xyz 0 1
C -2.649 -1.741 1.615
S -1.707 -0.170 1.542
S 0.081 -0.901 2.217
H -3.611 -1.626 1.114
H -2.790 -1.962 2.671
H -2.159 -2.627 1.202
H 0.543 -1.166 0.983
C 0.052 1.551 -0.597
C 0.845 0.547 -1.484
C 2.343 0.623 -1.141
H 0.740 1.764 0.212
H -0.903 1.117 -0.333
H -0.233 2.457 -1.141
H 0.709 0.815 -2.534
H 0.531 -0.469 -1.240
H 2.912 1.516 -1.396
H 2.414 0.473 -0.062
H 2.883 -0.202 -1.627
*
```

For the HOMO energy, the calculation gives -0.3334 Eh. As for the SMILES: CCC.CSS. As for the total energy: -26012.609 eV.

A 2-piece molecular cluster, C4H12S2 overall, computed with ωB97M-V with the def2-TZVPD basis set.

```
! wB97M-V def2-TZVPD RIJCOSX def2/J DEFGRID3
* xyz 0 1
S -12.703 8.780 6.909
C -11.228 8.054 7.668
C -13.178 9.837 8.335
H -11.563 7.265 8.362
H -10.703 8.832 8.247
H -10.518 7.612 6.949
H -12.196 10.291 8.549
H -13.559 9.370 9.258
H -13.875 10.635 8.030
S -8.335 7.827 10.748
C -9.343 9.066 11.564
C -9.422 6.280 11.000
H -9.703 8.734 12.552
H -10.215 9.331 10.943
H -8.722 9.967 11.700
H -9.284 5.855 12.009
H -9.063 5.548 10.258
H -10.500 6.449 10.834
*
```

For the HOMO energy, the calculation gives -0.3130 Eh. As for the SMILES: CSC.CSC. As for the total energy: -26012.460 eV.

Record-wise energy relative to the best compared isomer or geometry (same formula, charge and spin) values, in eV: 2.066; 0.433; 0.509; 0.657
Record-wise HOMO-LUMO gap values, in eV: 9.5; 9.4; 9.6; 9.4